Computed, not measured: CH2INS2 in the gas phase in a non-equilibrium geometry, with ωB97M-V/def2-TZVPD.

Values from the calculation:
HOMO (spin up / spin down): -7.273 / -8.698 eV
ΔE to the lowest compared entry with this formula, charge and spin: 41.4 kcal/mol
Kohn-Sham gap (spin up / spin down): 7.0121 / 6.4790 eV
Expectation value of S²: 2.013

Structure (ORCA input):
```
! RIJCOSX wB97M-V def2-TZVPD def2/J DEFGRID3
* xyz 0 3
C 0.487 0.359 0.017
N -1.184 -1.613 0.209
S -0.506 1.616 -0.201
S 2.115 0.279 0.422
I -2.647 -0.364 -0.195
H -0.535 -1.829 -0.624
H 2.271 1.552 0.372
*
```